Density functional theory data (wB97M-V/def2-TZVPD) for 9 unconnected molecules or ions with the total composition C30H81N3O14.

Positions of all 128 atoms, in Å:
O: 6.102836 0.904437 -1.375914
O: -1.940164 -1.707563 1.896086
O: 1.424836 1.294437 1.291086
O: 1.986836 -1.650563 -2.457914
O: -3.984164 -0.919563 -2.275914
O: -2.513164 3.460437 1.289086
O: 6.356836 -1.584563 5.380086
O: -0.874164 -2.061563 -5.700914
O: 0.031836 0.043437 -1.605914
O: 4.621836 -0.483563 -4.410914
O: -8.735164 1.853437 1.319086
O: 1.304836 2.270437 -1.883914
O: -0.629164 -5.349563 -0.066914
O: 2.411836 -0.826563 -0.056914
N: 5.641836 0.005437 2.050086
N: -1.111164 -2.380563 -2.017914
N: -4.978164 2.379437 1.289086
C: -7.414164 1.986437 1.887086
C: 5.323836 1.753437 -2.210914
C: -0.574164 -3.151563 -0.937914
C: -1.152164 -5.151563 1.258086
C: 3.929836 -1.206563 -3.436914
C: -1.042164 -4.604563 -0.945914
C: -3.107164 3.444437 2.347086
C: 6.246836 -0.172563 0.736086
C: 2.803836 -1.716563 0.921086
C: 6.306836 -0.797563 3.049086
C: 2.574836 -0.828563 -3.352914
C: -4.971164 0.053437 -1.958914
C: -4.648164 3.337437 2.330086
C: -2.545164 0.068437 0.633086
C: -0.737164 -2.826563 -3.392914
C: 1.739836 -2.415563 1.586086
C: -0.522164 -1.020563 -6.590914
C: 2.147836 3.245437 2.460086
C: 2.418836 2.300437 1.376086
C: 0.028836 2.209437 -2.529914
C: 5.518836 0.606437 -0.302914
C: -4.472164 1.362437 -2.293914
C: -6.404164 2.403437 0.821086
C: -0.664164 1.270437 -1.663914
C: -1.105164 3.573437 1.437086
C: 5.972836 -1.399563 6.729086
C: -1.015164 -1.658563 -4.342914
C: -9.689164 1.472437 2.331086
C: -1.885164 -0.282563 1.843086
C: 5.508836 -0.971563 4.417086
H: -5.021164 4.317437 2.048086
H: 7.293836 0.145437 0.772086
H: -2.338164 0.147437 2.760086
H: -0.806164 4.401437 2.111086
H: -0.632164 2.707437 1.847086
H: -5.080164 3.165437 3.222086
H: 6.230836 -1.233563 0.506086
H: -0.510164 -0.676563 -1.329914
H: -1.352164 -3.642563 -3.673914
H: -5.242164 2.072437 -2.292914
H: 0.878836 -1.722563 1.572086
H: 5.033836 -1.806563 7.025086
H: -9.494164 0.421437 2.549086
H: 0.397836 -0.524563 -6.325914
H: 5.752836 1.671437 -3.171914
H: 3.319836 1.811437 1.696086
H: -0.937164 -4.144563 1.588086
H: 3.335836 -1.157563 1.656086
H: -4.255164 -1.688563 -2.789914
H: 5.149836 1.529437 0.174086
H: 3.468836 -2.387563 0.471086
H: -0.867164 1.653437 -0.651914
H: -3.680164 1.593437 -1.601914
H: -0.290164 -0.848563 -4.152914
H: 6.730836 -1.905563 7.360086
H: 1.394836 3.932437 2.036086
H: 2.422836 0.212437 -3.166914
H: 2.118836 -1.269563 -0.858914
H: -2.752164 4.252437 2.965086
H: 3.957836 -2.296563 -3.455914
H: -0.395164 -1.353563 -7.607914
H: 1.785836 0.628437 0.720086
H: -0.721164 3.831437 0.473086
H: 1.922836 2.770437 3.427086
H: -1.345164 -2.008563 2.595086
H: 6.452836 -1.783563 2.725086
H: -2.774164 2.543437 2.890086
H: 4.259836 1.512437 -2.289914
H: 4.338836 -1.035563 -2.461914
H: -2.278164 -5.192563 1.256086
H: 2.595836 2.733437 0.402086
H: -4.106164 1.453437 -3.343914
H: -2.013164 -1.271563 -4.226914
H: 1.397836 -3.318563 1.059086
H: 1.435836 1.431437 -1.450914
H: 5.259836 -0.008563 4.783086
H: 5.991836 -0.373563 7.032086
H: 4.624836 -1.590563 4.317086
H: 0.298836 -3.073563 -3.545914
H: -6.427164 1.755437 -0.036914
H: -0.838164 -0.030563 1.815086
H: -10.665164 1.579437 1.986086
H: -4.258164 2.540437 0.591086
H: 0.501836 -3.016563 -0.826914
H: -6.635164 3.453437 0.458086
H: -7.339164 2.596437 2.778086
H: -2.127164 -2.194563 -1.863914
H: 5.495836 0.998437 2.304086
H: 1.996836 -2.706563 2.632086
H: -0.318164 3.189437 -2.432914
H: 7.304836 -0.421563 3.207086
H: -5.818164 -0.100563 -2.552914
H: -9.512164 2.049437 3.238086
H: -0.018164 1.994437 -3.667914
H: -2.142164 -0.423563 -0.245914
H: -1.329164 -0.269563 -6.627914
H: 3.044836 3.825437 2.703086
H: 5.493836 2.791437 -1.971914
H: 5.571836 -0.720563 -4.263914
H: -7.027164 0.997437 2.137086
H: -2.768164 1.148437 0.541086
H: -0.558164 -5.087563 -1.805914
H: -2.137164 -4.716563 -1.060914
H: -3.501164 -0.368563 0.786086
H: -0.667164 -5.765563 2.031086
H: -5.232164 0.051437 -0.903914
H: -0.903164 -2.567563 -0.038914
H: 4.628836 0.077437 -0.566914
H: 2.084836 -1.034563 -4.299914
H: -1.636164 0.982437 -2.095914
H: 1.082836 -1.361563 -2.446914

Atoms 1-2, force components in eV/Å:
4.12 1.67 -6.63
-0.01 -0.75 0.55

Values from the calculation:
Energy relative to the best compared isomer or geometry (same formula, charge and spin), kcal/mol: 112.47
Structure (SMILES): COCCNCCOC.COCCNCCOC.COCCNCCOC.OCCO.OCCO.CCO.CCO.CCO.CCO
Net charge: 0
Multiplicity: 1

Density functional theory data (wB97M-V/def2-TZVPD) for a single C3H7N3O molecule.

Positions of all 14 atoms, in Å:
O: -1.021783 1.356863 -0.023373
N: 1.930390 0.571977 -2.622770
N: 0.909902 0.267500 -0.587375
N: -0.425087 -0.527694 1.122074
C: -1.712182 -0.717198 1.757056
C: -0.248433 0.434307 0.168988
C: 1.107772 0.992090 -1.753267
H: 1.415728 -0.607457 -0.548752
H: -2.084037 -1.728766 1.564496
H: -1.662502 -0.551897 2.837262
H: 1.989110 1.225500 -3.398854
H: 0.491823 1.892621 -1.793500
H: -2.407368 0.002963 1.322366
H: 0.254274 -1.267270 1.195032

Atoms 1-2, force components in eV/Å:
0.21 -0.32 0.08
-0.09 0.22 0.18

Values from the calculation:
Energy relative to the best compared isomer or geometry (same formula, charge and spin), kcal/mol: 3.44
Structure (SMILES): [H]/N=C/NC(=O)NC
Net charge: 0
Multiplicity: 1